Arrangement 1

This record from the OMol25 dataset describes a structure of composition C35H39N5O8PSTi. The level of theory is ωB97M-V/def2-TZVPD.

Calculated values
highest occupied orbital energy: -9.91 eV
frontier orbital gap: 0.207 Ha
charge: +1

Last column: Löwdin charge in e.
Positions of all 90 atoms, in Å:
Ti -0.14 0.00 0.35  1.1266
O -0.25 5.79 4.00  -0.0031
C 0.54 4.85 4.12  -0.6747
O 1.34 4.47 4.98  -0.0122
C 0.46 3.85 2.88  -0.0354
C -0.43 4.06 1.85  0.0779
C -0.47 3.19 0.77  -0.1679
N 0.35 2.11 0.70  0.0650
C 1.31 2.00 1.65  -0.2102
C 1.38 2.82 2.75  0.0698
C 2.33 0.99 1.34  -0.2077
C 3.54 0.89 2.00  0.0323
C 4.50 0.02 1.51  -0.0048
C 4.24 -0.68 0.34  -0.0119
C 3.00 -0.55 -0.24  -0.1197
N 2.03 0.23 0.27  0.0048
C -1.28 3.64 -0.38  -0.2384
C -2.53 4.23 -0.19  -0.0295
C -3.14 4.86 -1.26  -0.0415
C -2.48 4.91 -2.48  -0.0436
C -1.24 4.29 -2.58  -0.1277
N -0.65 3.66 -1.56  0.1197
H -1.06 4.94 1.90  0.1325
H 2.11 2.70 3.54  0.1258
H 3.74 1.50 2.87  0.1266
H 5.45 -0.09 2.01  0.1260
H 4.98 -1.32 -0.11  0.1227
H 2.75 -1.11 -1.13  0.1101
H -3.00 4.22 0.78  0.1191
H -4.11 5.33 -1.14  0.1174
H -2.91 5.41 -3.34  0.1105
H -0.68 4.30 -3.51  0.1151
C 0.67 -4.22 -1.50  0.0170
C 0.27 -3.44 -0.25  -0.4885
C 0.10 -4.39 0.93  0.0177
O 1.22 -2.42 0.02  -0.0727
C -1.08 -2.72 -0.40  -0.4991
O -2.02 -3.18 -0.98  0.1200
O -1.10 -1.57 0.26  -0.2330
H 1.37 -5.01 -1.23  0.0975
H 1.17 -3.56 -2.21  0.0719
H -0.21 -4.66 -1.97  0.0965
H 1.06 -4.86 1.16  0.1042
H -0.62 -5.16 0.67  0.1083
H -0.25 -3.86 1.82  0.0936
H 1.64 -2.57 0.89  0.0560
C 1.91 -2.67 5.18  0.0123
N 1.05 -1.76 4.42  -0.0230
C 0.07 -1.03 5.02  -0.0030
C -0.76 -0.23 4.32  0.0588
C -0.53 -0.14 2.93  -0.4429
O -1.19 0.57 2.11  -0.1282
N 0.47 -0.83 2.35  0.1308
C 1.26 -1.68 3.05  -0.4552
O 2.14 -2.37 2.52  0.0534
H 1.81 -2.44 6.24  0.0981
H 2.94 -2.54 4.87  0.0992
H 1.62 -3.70 5.00  0.1055
H -0.01 -1.14 6.09  0.1444
H -1.53 0.37 4.79  0.1309
C -4.07 -0.69 -0.94  -0.1934
S -3.11 0.03 0.41  1.0090
C -4.23 1.41 0.72  -0.1984
O -1.93 0.73 -0.31  -0.6141
H -4.99 -1.07 -0.50  0.0768
H -3.50 -1.52 -1.33  0.0339
H -4.27 0.07 -1.69  0.0715
H -5.20 1.00 0.99  0.0729
H -4.30 2.02 -0.17  0.0600
H -3.82 1.97 1.55  0.0622
C 1.44 1.24 -2.65  -0.2338
P 0.18 -0.03 -2.27  0.9853
C -1.29 0.67 -3.12  -0.2095
C 0.50 -1.35 -3.50  -0.3642
C 1.69 -1.41 -4.22  -0.0881
C 1.84 -2.35 -5.24  -0.0623
C 0.81 -3.24 -5.53  -0.0586
C -0.36 -3.19 -4.80  -0.0605
C -0.52 -2.26 -3.79  -0.1175
H 2.44 0.93 -2.33  0.0327
H 1.16 2.13 -2.10  0.0237
H 1.45 1.45 -3.72  0.0627
H -0.99 1.01 -4.11  0.0705
H -1.70 1.49 -2.55  0.0160
H -2.05 -0.10 -3.23  0.0412
H 2.50 -0.74 -4.01  0.0997
H 2.76 -2.39 -5.80  0.1122
H 0.93 -3.95 -6.33  0.1127
H -1.16 -3.90 -5.00  0.1169
H -1.44 -2.25 -3.22  0.0958


Arrangement 2

This record from the OMol25 dataset describes a structure of composition C35H39N5O8PSTi. The level of theory is ωB97M-V/def2-TZVPD.

Calculated values
highest occupied orbital energy: -10.42 eV
frontier orbital gap: 0.241 Ha
charge: +1

Last column: Löwdin charge in e.
Positions of all 90 atoms, in Å:
Ti -0.25 0.57 0.06  1.0156
O 0.63 -5.84 -0.04  -0.0276
C 0.02 -5.42 0.97  -0.6702
O -0.76 -5.94 1.76  0.0223
C 0.21 -3.90 1.15  -0.0524
C 1.38 -3.28 0.75  0.0659
C 1.49 -1.90 0.75  -0.1614
N 0.44 -1.12 1.13  0.0540
C -0.64 -1.74 1.68  -0.1929
C -0.79 -3.11 1.70  0.0754
C -1.65 -0.83 2.25  -0.1926
C -2.58 -1.22 3.19  0.0344
C -3.46 -0.27 3.69  -0.0095
C -3.39 1.04 3.22  -0.0153
C -2.44 1.35 2.27  -0.1110
N -1.58 0.44 1.80  0.0025
C 2.78 -1.27 0.36  -0.2202
C 3.66 -1.93 -0.49  -0.0090
C 4.90 -1.38 -0.74  -0.0251
C 5.23 -0.19 -0.12  -0.0313
C 4.28 0.41 0.70  -0.1316
N 3.07 -0.09 0.93  0.1135
H 2.20 -3.90 0.42  0.1324
H -1.67 -3.59 2.10  0.1339
H -2.61 -2.24 3.55  0.1281
H -4.20 -0.54 4.43  0.1246
H -4.07 1.80 3.58  0.1220
H -2.37 2.34 1.84  0.1134
H 3.37 -2.86 -0.96  0.1131
H 5.59 -1.87 -1.40  0.1226
H 6.20 0.27 -0.26  0.1130
H 4.52 1.34 1.20  0.1036
C -3.92 -0.03 -0.62  0.0267
C -2.64 0.22 -1.42  -0.5037
C -2.81 -0.28 -2.85  0.0138
O -1.52 -0.40 -0.79  -0.2396
C -2.30 1.73 -1.40  -0.5086
O -2.79 2.55 -2.12  0.1467
O -1.35 2.00 -0.50  -0.1780
H -4.08 -1.10 -0.54  0.1049
H -4.76 0.41 -1.15  0.1102
H -3.87 0.40 0.38  0.0730
H -3.31 -1.25 -2.86  0.0989
H -1.84 -0.38 -3.34  0.0730
H -3.41 0.43 -3.41  0.1035
H -1.23 -2.27 -1.25  0.0896
C -0.46 -5.43 -2.93  0.0292
N 0.36 -4.21 -3.00  -0.0137
C 1.56 -4.20 -3.67  -0.0141
C 2.33 -3.10 -3.73  0.0308
C 1.87 -1.89 -3.07  -0.5003
O 2.50 -0.82 -3.10  -0.0528
N 0.68 -1.96 -2.38  0.2102
C 0.01 -3.08 -2.37  -0.3868
O -1.13 -3.14 -1.69  0.1380
H -0.17 -6.07 -3.76  0.0973
H -1.51 -5.17 -3.03  0.0988
H -0.29 -5.93 -1.98  0.0780
H 1.83 -5.14 -4.13  0.1392
H 3.26 -3.10 -4.27  0.1196
C 1.22 3.37 -2.24  -0.2068
S 1.68 1.65 -2.43  1.0474
C 0.47 1.18 -3.64  -0.1971
O 1.14 1.04 -1.09  -0.6179
H 1.34 3.83 -3.23  0.0805
H 1.90 3.83 -1.54  0.0502
H 0.18 3.43 -1.91  0.0526
H -0.42 1.82 -3.57  0.0691
H 0.24 0.14 -3.44  0.0273
H 0.94 1.27 -4.62  0.0861
C 2.31 3.17 1.28  -0.2189
P 0.80 2.28 1.81  0.9384
C 1.27 1.42 3.34  -0.2387
C -0.26 3.65 2.35  -0.3870
C -0.80 4.49 1.37  -0.1086
C -1.62 5.55 1.72  -0.0583
C -1.92 5.78 3.06  -0.0647
C -1.39 4.95 4.03  -0.0655
C -0.57 3.89 3.68  -0.0866
H 2.02 4.13 0.85  0.0454
H 2.86 2.59 0.55  0.0068
H 2.95 3.37 2.15  0.0629
H 1.75 2.11 4.04  0.0572
H 1.97 0.63 3.07  0.0292
H 0.40 0.98 3.80  0.0471
H -0.59 4.30 0.32  0.0928
H -2.03 6.19 0.95  0.1133
H -2.56 6.61 3.33  0.1114
H -1.63 5.12 5.08  0.1111
H -0.18 3.24 4.46  0.0974


arrangement 2 ends up most stable, edging out the next structure by 119.2 kJ/mol.